# C16H18F2N

2 unconnected molecules or ions with the total composition C16H18F2N in a non-equilibrium geometry (ωB97M-V/def2-TZVPD, the Open Molecules 2025 dataset).

Last column: natural (NBO) charge in e.
Element x y z (Å)
1 C 1.82 1.76 -0.98  -0.420
2 N 2.04 0.35 -0.70  -0.413
3 C 2.76 -0.30 -1.79  -0.420
4 C 2.72 0.13 0.57  -0.422
5 H 1.24 2.19 -0.15  0.202
6 H 2.76 2.32 -1.08  0.192
7 H 1.26 1.85 -1.91  0.202
8 H 2.86 -1.36 -1.56  0.202
9 H 2.19 -0.16 -2.71  0.202
10 H 3.77 0.12 -1.94  0.191
11 H 2.81 -0.95 0.72  0.202
12 H 3.73 0.56 0.59  0.193
13 H 2.12 0.57 1.37  0.202
14 F 0.22 -3.14 4.63  -0.294
15 C -0.09 -2.55 3.43  0.497
16 C 0.37 -3.16 2.26  -0.294
17 C 0.10 -2.53 1.06  -0.100
18 C -0.56 -1.27 0.98  -0.109
19 C -0.68 -0.67 -0.32  0.148
20 C -1.55 0.38 -0.78  -0.215
21 C -1.75 0.51 -2.18  -0.067
22 C -2.48 1.54 -2.75  -0.295
23 C -3.11 2.43 -1.89  0.499
24 F -3.80 3.48 -2.44  -0.293
25 C -3.04 2.32 -0.51  -0.283
26 C -2.30 1.28 0.04  -0.079
27 C -1.08 -0.76 2.20  -0.113
28 C -0.82 -1.37 3.42  -0.282
29 H 0.94 -4.09 2.29  0.264
30 H 0.41 -3.00 0.11  0.231
31 H -0.35 -1.33 -1.13  0.226
32 H -1.27 -0.24 -2.83  0.230
33 H -2.54 1.65 -3.84  0.264
34 H -3.56 3.04 0.12  0.261
35 H -2.30 1.20 1.12  0.214
36 H -1.69 0.14 2.23  0.215
37 H -1.15 -0.93 4.36  0.261

## Properties
- LUMO level (hartree) = -0.2135
- HOMO level (eV) = -11.9397
- Kohn-Sham gap (eV) = 6.13
- net charge = +1
- relative energy (zero: lowest compared OMol25 entry of this formula, charge and spin) (kJ/mol) = 96.4
- total energy (a.u.) = -874.67425

---

# C16H18F2O2S

3 unconnected molecules or ions with the total composition C16H18F2O2S in a non-equilibrium geometry (ωB97M-V/def2-TZVPD, the Open Molecules 2025 dataset).

Last column: natural (NBO) charge in e.
Element x y z (Å)
1 O 3.65 -3.54 -2.10  -0.923
2 S 2.55 -3.22 -3.03  2.194
3 O 2.18 -3.91 -4.21  -0.930
4 C 1.12 -2.89 -2.11  -0.690
5 C 0.94 -1.36 -2.00  -0.399
6 C 1.49 -0.83 -3.26  -0.426
7 C 2.70 -1.53 -3.52  -0.694
8 H 0.91 -3.34 -1.11  0.252
9 H 0.49 -3.37 -2.61  0.216
10 H -0.25 -1.24 -1.69  0.232
11 H 1.48 -1.26 -1.10  0.223
12 H 1.39 0.34 -3.43  0.243
13 H 1.03 -1.35 -4.24  0.217
14 H 3.55 -1.14 -2.86  0.230
15 H 2.91 -1.45 -4.59  0.253
16 F -4.92 0.01 0.83  -0.346
17 C -3.79 -0.20 1.66  0.403
18 C -3.38 -1.58 1.84  -0.289
19 C -2.23 -1.80 2.71  -0.198
20 C -1.62 -0.63 3.30  -0.228
21 C -2.05 0.63 3.06  -0.201
22 C -3.20 0.83 2.42  -0.282
23 H -4.06 -2.38 1.60  0.237
24 H -1.63 -2.88 3.05  0.242
25 H -0.90 -0.62 3.93  0.202
26 H -1.90 1.58 3.78  0.222
27 H -4.00 1.64 2.48  0.238
28 F -1.47 3.33 -0.77  -0.308
29 C -0.43 3.29 0.03  0.423
30 C -0.62 3.58 1.42  -0.278
31 C 0.51 3.23 2.26  -0.192
32 C 1.75 2.70 1.81  -0.238
33 C 1.92 2.52 0.42  -0.198
34 C 0.81 2.71 -0.42  -0.298
35 H -1.50 3.91 1.72  0.212
36 H 0.48 3.30 3.43  0.216
37 H 2.57 2.50 2.55  0.224
38 H 2.79 1.95 0.20  0.220
39 H 0.71 2.47 -1.44  0.218

## Properties
- LUMO level (hartree) = 0.0175
- HOMO level (eV) = -9.2984
- Kohn-Sham gap (eV) = 9.77
- total energy (a.u.) = -1368.62486
- SMILES string = O=S1(=O)CCCC1.Fc1ccccc1.Fc1ccccc1

---

# C16H18F3NO4S

A single C16H18F3NO4S molecule in a non-equilibrium geometry (ωB97M-V/def2-TZVPD, the Open Molecules 2025 dataset).

Last column: natural (NBO) charge in e.
Element x y z (Å)
1 C 2.25 -1.66 0.89  -0.605
2 C 2.06 -2.70 -0.29  -0.193
3 C 3.26 -3.58 -0.67  -0.601
4 C 1.74 -1.82 -1.58  -0.401
5 C 0.53 -0.92 -1.68  -0.180
6 N -0.54 -1.71 -1.27  -0.607
7 C -1.44 -0.88 -0.64  0.706
8 O -2.61 -1.19 -0.53  -0.584
9 C -0.89 0.54 -0.42  -0.743
10 S -1.85 1.56 -1.44  2.143
11 O -2.06 0.85 -2.75  -0.924
12 O -1.21 2.87 -1.48  -0.910
13 C -3.46 1.81 -0.56  -0.675
14 C -3.49 1.94 0.91  0.027
15 C -3.32 3.25 1.42  -0.194
16 C -3.33 3.45 2.83  -0.205
17 C -3.36 2.39 3.72  -0.172
18 C -3.50 1.04 3.20  -0.155
19 C -3.13 -0.04 4.15  0.977
20 F -4.16 -0.98 4.20  -0.331
21 F -2.78 0.47 5.37  -0.310
22 F -2.08 -0.79 3.63  -0.334
23 C -3.63 0.84 1.85  -0.195
24 C 0.53 0.39 -0.88  0.611
25 O 1.43 1.28 -0.75  -0.470
26 H 2.75 -2.22 1.60  0.210
27 H 1.34 -1.24 1.18  0.195
28 H 2.86 -0.86 0.52  0.210
29 H 1.32 -3.37 0.08  0.207
30 H 3.50 -4.16 0.23  0.207
31 H 4.14 -3.01 -0.96  0.207
32 H 2.95 -4.27 -1.42  0.210
33 H 2.67 -1.22 -1.95  0.220
34 H 1.59 -2.46 -2.43  0.206
35 H 0.32 -0.59 -2.73  0.247
36 H -1.09 -2.11 -2.06  0.423
37 H -0.99 0.88 0.54  0.293
38 H -4.08 0.96 -0.87  0.273
39 H -3.88 2.71 -1.04  0.267
40 H -2.97 4.07 0.81  0.233
41 H -3.17 4.44 3.18  0.219
42 H -3.24 2.58 4.78  0.238
43 H -3.69 -0.24 1.55  0.261

## Properties
- LUMO level (hartree) = -0.0166
- HOMO level (eV) = -9.9035
- Kohn-Sham gap (eV) = 9.45
- total energy (a.u.) = -1673.92936
- SMILES string = CC(C)C[C@H]1NC(=O)[C@H](S(=O)(=O)Cc2cccc(C(F)(F)F)c2)C1=O

---

# C16H18F5N6O7P2S2V

A molecular structure, C16H18F5N6O7P2S2V (ωB97M-V/def2-TZVPD, the Open Molecules 2025 dataset).

Last column: natural (NBO) charge in e.
Element x y z (Å)
1 V 0.48 0.60 -1.03  1.034
2 F 3.20 -0.47 5.28  -0.297
3 C 3.13 -0.21 3.97  0.245
4 C 2.19 0.68 3.48  0.309
5 F 1.35 1.30 4.32  -0.307
6 C 2.15 0.95 2.12  0.289
7 F 1.20 1.81 1.71  -0.308
8 C 3.01 0.37 1.19  -0.244
9 S 2.93 0.74 -0.51  -0.325
10 C 3.93 -0.52 1.73  0.306
11 F 4.80 -1.15 0.93  -0.307
12 C 4.00 -0.82 3.08  0.271
13 F 4.91 -1.68 3.55  -0.297
14 N -1.68 0.42 -4.40  -0.706
15 C -1.25 -0.97 -3.93  -0.630
16 C -1.75 -2.00 -4.92  -0.649
17 P 0.60 -0.78 -3.97  2.393
18 O 1.12 -2.11 -3.24  -0.987
19 O 0.97 -0.74 -5.40  -1.147
20 O 0.85 0.41 -3.09  -1.165
21 P -2.15 -1.04 -2.32  2.405
22 O -1.69 -2.44 -1.71  -0.979
23 O -3.60 -1.01 -2.66  -1.156
24 O -1.58 0.12 -1.54  -1.190
25 H -1.30 0.61 -5.33  0.438
26 H -1.28 1.10 -3.74  0.472
27 H -2.70 0.48 -4.38  0.444
28 H -1.31 -1.85 -5.90  0.230
29 H -2.84 -1.99 -4.98  0.227
30 H -1.45 -2.99 -4.57  0.244
31 H 1.59 -2.67 -3.87  0.513
32 H -2.45 -2.99 -1.47  0.514
33 S -0.17 3.11 -1.17  -0.291
34 C -1.07 2.99 0.29  0.364
35 N -1.90 1.98 0.53  -0.586
36 C -2.56 1.75 1.81  -0.224
37 C -1.76 2.39 2.92  -0.429
38 C -1.48 3.84 2.58  -0.213
39 N -0.92 3.93 1.23  -0.591
40 H -2.02 1.29 -0.21  0.462
41 H -2.62 0.67 1.96  0.254
42 H -3.58 2.15 1.77  0.179
43 H -0.83 1.84 3.05  0.250
44 H -2.31 2.32 3.86  0.225
45 H -0.75 4.26 3.27  0.210
46 H -2.39 4.44 2.64  0.181
47 H -0.18 4.59 1.04  0.418
48 N 1.80 -2.57 0.19  -0.801
49 C 0.86 -1.87 0.87  0.699
50 O 0.26 -0.92 0.29  -0.784
51 C 0.51 -2.23 2.19  -0.581
52 C -0.49 -1.50 2.85  0.355
53 N -1.33 -0.89 3.37  -0.457
54 C 1.20 -3.28 2.85  0.320
55 N 1.80 -4.14 3.33  -0.422
56 H 2.18 -2.11 -0.62  0.417
57 H 2.40 -3.20 0.70  0.404

## Properties
- LUMO level (alpha / beta) (hartree) = 0.0794 / 0.0791
- HOMO level (alpha / beta) (eV) = -4.2620 / -4.9205
- Kohn-Sham gap (alpha / beta) (eV) = 6.42 / 7.07
- net charge = -1
- relative energy (zero: lowest compared OMol25 entry of this formula, charge and spin) (kJ/mol) = 56.7
- total energy (a.u.) = -4398.61155
- 2S+1 = 4
- expectation value of S² = 3.757

---

# C16H18FeN3O3

A molecular structure, C16H18FeN3O3 in a non-equilibrium geometry (ωB97M-V/def2-TZVPD, the Open Molecules 2025 dataset).

Last column: natural (NBO) charge in e.
Element x y z (Å)
1 C -1.19 8.53 -0.29  -0.431
2 C 0.25 8.12 -0.08  -0.287
3 N 0.69 8.10 1.32  -0.178
4 C -0.25 7.86 2.19  0.562
5 N -1.59 7.70 1.93  -0.287
6 C -2.14 7.77 0.60  -0.223
7 C -2.34 7.36 3.10  -0.227
8 C -1.33 7.46 4.23  -0.231
9 N -0.08 7.72 3.55  -0.519
10 H -1.26 9.60 -0.09  0.225
11 H -1.47 8.35 -1.32  0.254
12 H 0.41 7.12 -0.54  0.263
13 H 0.92 8.83 -0.59  0.251
14 H -3.11 8.27 0.64  0.235
15 H -2.31 6.76 0.21  0.221
16 H -3.18 8.04 3.26  0.234
17 H -2.74 6.35 3.02  0.229
18 H -1.59 8.28 4.91  0.226
19 H -1.31 6.53 4.79  0.232
20 H 0.83 7.81 3.98  0.444
21 O 6.72 4.19 2.65  -0.481
22 C 6.24 5.06 2.04  0.589
23 Fe 5.39 6.02 0.86  -0.177
24 C 5.87 4.97 -0.50  0.642
25 O 6.14 4.23 -1.35  -0.469
26 C 3.92 5.03 0.98  0.601
27 O 3.04 4.29 1.09  -0.505
28 C 4.42 7.73 -0.84  -0.200
29 C 3.49 8.32 0.04  -0.277
30 C 3.46 8.05 1.38  -0.184
31 C 4.53 7.38 2.07  -0.393
32 C 5.90 7.81 1.89  -0.163
33 C 6.43 8.05 0.65  -0.253
34 C 5.80 7.57 -0.53  -0.327
35 H 4.08 7.36 -1.82  0.223
36 H 2.73 8.98 -0.38  0.197
37 H 2.58 8.35 1.97  0.219
38 H 4.29 6.92 3.03  0.228
39 H 6.54 7.89 2.78  0.246
40 H 7.45 8.44 0.56  0.239
41 H 6.49 7.38 -1.37  0.255

## Properties
- LUMO level (alpha / beta) (hartree) = -0.0985 / -0.2607
- HOMO level (alpha / beta) (eV) = -8.0952 / -11.2219
- Kohn-Sham gap (alpha / beta) (eV) = 5.41 / 4.13
- net charge = +1
- relative energy (zero: lowest compared OMol25 entry of this formula, charge and spin) (kJ/mol) = 73.8
- total energy (a.u.) = -2273.72826
- 2S+1 = 5
- expectation value of S² = 6.092